Molecular formula: C16H22N2O
Method: DFT, the ωB97M-V functional and the def2-TZVPD basis

Results
max |F|: 0.67 eV Å⁻¹
orbital gap: 0.333 Eh
structure (SMILES): CCc1ccc(OCCCCCn2ccnc2)cc1
HOMO: -8.3 eV
lowest unoccupied orbital energy: 0.78 eV

Structure (XYZ):
```
41
Properties=species:S:1:pos:R:3:lowdin_charge:R:1
O 0.707 1.719 -0.237 -0.05
N -4.851 -0.137 0.611 -0.10
N -5.854 1.692 -0.111 0.05
C -1.078 0.058 -0.038 -0.18
C 2.849 1.739 0.687 0.00
C 5.786 -0.651 0.600 -0.22
C 2.211 -0.187 -0.589 -0.02
C -0.356 1.086 -0.913 -0.20
C 3.463 -0.733 -0.357 -0.04
C 4.090 1.182 0.910 -0.04
C 6.739 -0.194 -0.507 -0.10
C -4.802 1.211 0.491 -0.20
C -6.628 0.617 -0.408 -0.16
C 4.418 -0.067 0.394 -0.26
C -2.227 -0.600 -0.796 -0.20
C -6.024 -0.526 0.027 -0.08
C 1.891 1.061 -0.068 -0.27
C -3.839 -1.003 1.149 -0.15
C -2.984 -1.632 0.040 -0.17
H -7.566 0.735 -0.912 0.09
H -0.367 -0.704 0.291 0.11
H -6.323 -1.553 -0.017 0.11
H 5.729 -1.742 0.596 0.11
H 6.818 0.891 -0.512 0.07
H 4.817 1.723 1.498 0.11
H -3.989 1.800 0.866 0.12
H -2.923 0.168 -1.142 0.11
H 6.368 -0.512 -1.479 0.07
H -1.444 0.573 0.850 0.11
H 1.504 -0.747 -1.181 0.10
H 6.182 -0.334 1.567 0.11
H -0.009 0.626 -1.847 0.12
H -3.641 -2.205 -0.617 0.11
H -4.324 -1.798 1.725 0.13
H -3.212 -0.420 1.827 0.12
H -1.826 -1.098 -1.682 0.12
H -1.044 1.898 -1.169 0.13
H 7.730 -0.615 -0.357 0.07
H 3.693 -1.705 -0.771 0.11
H -2.278 -2.325 0.499 0.11
H 2.592 2.708 1.085 0.12
```

=====

Molecular formula: CH7N4
Method: DFT, the ωB97M-V functional and the def2-TZVPD basis

Results
total charge: +1
max |F|: 3.27 eV Å⁻¹
orbital gap: 0.389 Eh
HOMO: -14.2 eV
lowest unoccupied orbital energy: -3.56 eV

Structure (XYZ):
```
12
Properties=species:S:1:pos:R:3:lowdin_charge:R:1
N -0.231 0.065 0.283 0.11
N -0.373 0.698 -0.883 -0.11
N 0.927 -1.177 2.102 0.20
N 0.610 1.503 -1.425 0.08
C 0.361 -0.537 1.130 -0.04
H -1.323 0.836 -1.095 0.09
H -1.988 -1.341 -0.732 0.10
H 1.141 -2.197 2.155 0.17
H 0.933 -0.784 3.053 0.16
H 0.528 2.489 -1.618 0.11
H 1.207 1.056 -2.072 0.09
H -1.794 -0.609 -0.899 0.04
```

=====

Molecular formula: C5H9NO
Method: DFT, the ωB97M-V functional and the def2-TZVPD basis

Results
max |F|: 0.31 eV Å⁻¹
orbital gap: 0.322 Eh
HOMO: -8.5 eV
lowest unoccupied orbital energy: 0.30 eV

Structure (XYZ):
```
16
Properties=species:S:1:pos:R:3:lowdin_charge:R:1
O -0.083 0.765 2.050 0.05
N -0.936 0.056 -0.004 -0.16
C 0.030 0.509 0.862 -0.55
C -2.355 0.049 0.240 -0.03
C -0.271 -0.244 -1.221 -0.04
C 1.239 0.687 0.044 -0.01
C 2.402 -0.195 0.325 -0.11
H 0.111 -1.264 -1.326 0.11
H -0.803 0.084 -2.121 0.12
H 0.682 0.547 -1.199 0.09
H 2.189 -1.272 0.409 0.09
H 2.706 0.133 1.331 0.10
H -2.776 -0.961 0.185 0.09
H -2.504 0.440 1.249 0.09
H -2.880 0.694 -0.477 0.09
H 3.249 -0.030 -0.346 0.07
```

=====

Molecular formula: C6H8AuLiO6
Method: DFT, the ωB97M-V functional and the def2-TZVPD basis

Results
total charge: +1
max |F|: 13.54 eV Å⁻¹
2S+1: 4
expectation value of S²: 3.78
orbital gap (alpha / beta): 0.265 / 0.264 Eh
HOMO (alpha / beta): -10.8 / -14.3 eV
lowest unoccupied orbital energy (alpha / beta): -3.62 / -7.10 eV

Structure (XYZ):
```
22
Properties=species:S:1:pos:R:3:lowdin_charge:R:1
Au -2.399 0.963 2.015 1.01
O -1.354 -1.261 -2.059 -0.23
O 0.061 2.261 0.356 0.04
O -0.005 -0.007 -0.133 0.06
O 1.039 -0.814 -1.860 -0.01
O -0.445 0.780 1.949 -0.23
O -1.913 1.146 0.302 -0.34
C 0.695 1.488 2.444 -0.07
C -0.618 1.070 0.546 -0.80
C 0.120 0.095 -1.515 0.09
C 1.202 2.231 1.199 -0.09
C 0.731 -2.175 -1.465 -0.08
C -0.667 -2.469 -2.021 -0.24
Li -2.335 0.014 -1.191 0.74
H -0.568 -2.868 -3.050 0.14
H -1.098 -3.286 -1.411 0.14
H 0.365 2.170 3.237 0.14
H 1.500 -2.806 -1.927 0.15
H 2.025 1.690 0.708 0.14
H 1.507 3.261 1.407 0.15
H 0.730 -2.258 -0.372 0.14
H 1.428 0.777 2.840 0.15
```

=====

Molecular formula: C26H36BrF6N2O6
Method: DFT, the ωB97M-V functional and the def2-TZVPD basis

Results
total charge: +1
max |F|: 5.52 eV Å⁻¹
orbital gap: 0.226 Eh
HOMO: -10.5 eV
lowest unoccupied orbital energy: -4.36 eV

Structure (XYZ):
```
77
Properties=species:S:1:pos:R:3:lowdin_charge:R:1
Br 0.828 0.295 -2.678 0.90
F -2.805 3.859 0.264 0.08
F -4.939 3.092 1.701 0.07
F -3.188 2.893 -2.143 0.07
F -5.522 2.965 -0.494 0.10
F -2.485 1.868 1.331 0.10
F -3.297 0.714 -1.595 0.06
O 1.336 -2.049 1.080 -0.19
O -5.944 0.116 -0.167 0.06
O -0.615 2.812 -2.254 0.06
O -0.668 -0.282 2.421 0.10
O -4.921 0.366 1.942 0.13
O -1.174 -2.770 -0.277 -0.12
N 1.153 0.981 1.294 0.10
N 1.475 -2.728 -4.340 0.32
C 4.736 -2.961 -0.213 -0.13
C -3.874 -4.991 2.645 -0.06
C -2.629 1.939 -1.213 -0.17
C -1.405 -1.358 -0.438 -0.14
C -2.109 -3.391 0.604 -0.19
C -3.649 -3.304 0.521 -0.01
C 0.974 5.147 2.431 -0.11
C -0.161 -0.406 -0.141 -0.26
C -4.706 2.354 0.483 -0.20
C 1.158 -1.378 -0.211 -0.19
C -1.053 1.930 -1.453 -0.22
C 2.743 -2.174 1.400 -0.20
C -2.313 -5.087 2.768 -0.05
C 1.100 1.838 0.032 -0.33
C -3.128 2.453 0.217 -0.20
C -0.012 0.063 1.418 -0.31
C 2.797 3.204 -1.557 -0.23
C 2.625 2.002 -0.455 -0.14
C -4.541 -4.096 1.554 -0.05
C 3.357 -3.363 0.505 -0.22
C -5.216 0.845 0.832 -0.28
C 3.517 2.712 -2.912 -0.15
C -1.484 -4.288 1.738 0.01
C 1.697 4.057 1.473 -0.23
C 0.568 3.237 0.632 -0.14
C 0.080 0.959 -0.903 -0.38
H 1.131 -2.102 -1.093 0.10
H 1.400 -1.862 -3.789 0.02
H 5.564 -2.952 0.572 0.09
H -0.339 -4.365 1.809 0.10
H 5.003 -3.799 -0.960 0.07
H 1.793 5.899 2.743 0.09
H 3.038 1.063 -0.997 0.08
H -0.256 2.992 1.389 0.12
H 3.332 -1.196 1.376 0.13
H 3.366 2.172 0.416 0.13
H 2.784 -2.541 2.498 0.14
H 3.529 3.951 -1.063 0.11
H -1.764 -5.724 3.535 0.09
H 2.451 -3.037 -4.360 0.16
H 4.502 2.146 -2.713 0.08
H 2.334 4.649 0.726 0.10
H 0.539 4.628 3.365 0.09
H 0.168 3.978 -0.137 0.12
H -5.676 -4.013 1.438 0.09
H 0.137 5.651 1.826 0.08
H 1.067 1.489 2.187 0.13
H 3.819 3.675 -3.482 0.08
H -1.698 -1.194 -1.550 0.13
H 3.594 -4.250 1.211 0.12
H 1.800 3.709 -1.787 0.10
H 2.132 -0.763 -0.338 0.10
H 4.645 -2.000 -0.824 0.06
H -4.509 -5.594 3.374 0.09
H -4.116 -2.667 -0.297 0.08
H 2.829 2.139 -3.626 0.03
H 2.544 -3.753 -0.209 0.10
H 0.893 -3.455 -3.911 0.16
H 1.152 -2.552 -5.297 0.16
H -5.485 -0.765 -0.210 0.11
H 2.294 3.348 2.139 0.11
H -2.301 -0.980 0.193 0.14
```

=====

Molecular formula: C15H26Cl2O2OsSi
Method: DFT, the ωB97M-V functional and the def2-TZVPD basis

Results
total charge: -2
max |F|: 7.65 eV Å⁻¹
2S+1: 5
expectation value of S²: 6.04
orbital gap (alpha / beta): 0.159 / 0.151 Eh
HOMO (alpha / beta): 0.4 / 0.4 eV
lowest unoccupied orbital energy (alpha / beta): 4.70 / 4.48 eV

Structure (XYZ):
```
47
Properties=species:S:1:pos:R:3:lowdin_charge:R:1
Os 0.059 -1.054 -0.367 0.87
Cl 0.230 -2.772 -1.478 -0.05
Cl -1.920 -1.031 0.709 0.06
Si 1.235 -3.606 3.749 0.43
O 1.671 -0.053 0.007 -0.46
O -0.678 1.928 3.579 -0.71
C 0.734 -2.440 2.431 -0.18
C 3.085 -3.574 4.189 -0.22
C 0.852 -5.365 3.157 -0.21
C -0.128 2.195 -0.755 -0.23
C -0.066 0.581 -2.410 -0.36
C 2.004 2.125 -2.170 -0.06
C 0.680 1.609 -1.759 -0.26
C 0.274 3.337 0.105 -0.04
C -2.595 0.068 -2.496 -0.08
C 0.167 0.087 -3.785 -0.09
C 0.461 -1.906 1.312 -0.51
C -2.623 2.121 -0.136 -0.06
C -1.409 1.613 -0.814 -0.27
C -1.396 0.585 -1.808 -0.38
C 0.397 -3.468 5.458 -0.21
H -2.414 -0.928 -2.913 0.07
H 2.562 -0.444 0.042 0.00
H -0.238 4.255 -0.198 0.07
H 0.044 3.172 1.167 0.07
H -0.243 0.784 -4.536 0.08
H -0.320 -0.878 -3.935 0.05
H 1.236 -0.013 -3.998 0.07
H -3.467 0.020 -1.837 0.06
H 1.015 -6.140 3.921 0.01
H 0.751 -4.220 6.187 0.02
H 2.585 1.352 -2.678 0.07
H 0.580 -2.486 5.918 0.03
H 2.581 2.485 -1.310 0.07
H -2.469 2.284 0.938 0.09
H 3.709 -3.860 3.331 0.02
H -3.459 1.431 -0.265 0.05
H 1.471 -5.626 2.288 0.02
H 3.347 -4.262 5.011 0.02
H 1.346 3.535 0.016 0.06
H -0.200 -5.422 2.846 0.02
H -0.199 1.132 3.227 -0.20
H 3.401 -2.570 4.506 0.02
H -2.923 3.079 -0.576 0.08
H 1.893 2.972 -2.863 0.08
H -2.853 0.735 -3.331 0.08
H -0.691 -3.601 5.385 0.02
```

=====

> Which of these has the highest max |F|?

C6H8AuLiO6

=====

Copy entry 5 word for word.
Molecular formula: C26H36BrF6N2O6
Method: DFT, the ωB97M-V functional and the def2-TZVPD basis

Results
total charge: +1
max |F|: 5.52 eV Å⁻¹
orbital gap: 0.226 Eh
HOMO: -10.5 eV
lowest unoccupied orbital energy: -4.36 eV

Structure (XYZ):
```
77
Properties=species:S:1:pos:R:3:lowdin_charge:R:1
Br 0.828 0.295 -2.678 0.90
F -2.805 3.859 0.264 0.08
F -4.939 3.092 1.701 0.07
F -3.188 2.893 -2.143 0.07
F -5.522 2.965 -0.494 0.10
F -2.485 1.868 1.331 0.10
F -3.297 0.714 -1.595 0.06
O 1.336 -2.049 1.080 -0.19
O -5.944 0.116 -0.167 0.06
O -0.615 2.812 -2.254 0.06
O -0.668 -0.282 2.421 0.10
O -4.921 0.366 1.942 0.13
O -1.174 -2.770 -0.277 -0.12
N 1.153 0.981 1.294 0.10
N 1.475 -2.728 -4.340 0.32
C 4.736 -2.961 -0.213 -0.13
C -3.874 -4.991 2.645 -0.06
C -2.629 1.939 -1.213 -0.17
C -1.405 -1.358 -0.438 -0.14
C -2.109 -3.391 0.604 -0.19
C -3.649 -3.304 0.521 -0.01
C 0.974 5.147 2.431 -0.11
C -0.161 -0.406 -0.141 -0.26
C -4.706 2.354 0.483 -0.20
C 1.158 -1.378 -0.211 -0.19
C -1.053 1.930 -1.453 -0.22
C 2.743 -2.174 1.400 -0.20
C -2.313 -5.087 2.768 -0.05
C 1.100 1.838 0.032 -0.33
C -3.128 2.453 0.217 -0.20
C -0.012 0.063 1.418 -0.31
C 2.797 3.204 -1.557 -0.23
C 2.625 2.002 -0.455 -0.14
C -4.541 -4.096 1.554 -0.05
C 3.357 -3.363 0.505 -0.22
C -5.216 0.845 0.832 -0.28
C 3.517 2.712 -2.912 -0.15
C -1.484 -4.288 1.738 0.01
C 1.697 4.057 1.473 -0.23
C 0.568 3.237 0.632 -0.14
C 0.080 0.959 -0.903 -0.38
H 1.131 -2.102 -1.093 0.10
H 1.400 -1.862 -3.789 0.02
H 5.564 -2.952 0.572 0.09
H -0.339 -4.365 1.809 0.10
H 5.003 -3.799 -0.960 0.07
H 1.793 5.899 2.743 0.09
H 3.038 1.063 -0.997 0.08
H -0.256 2.992 1.389 0.12
H 3.332 -1.196 1.376 0.13
H 3.366 2.172 0.416 0.13
H 2.784 -2.541 2.498 0.14
H 3.529 3.951 -1.063 0.11
H -1.764 -5.724 3.535 0.09
H 2.451 -3.037 -4.360 0.16
H 4.502 2.146 -2.713 0.08
H 2.334 4.649 0.726 0.10
H 0.539 4.628 3.365 0.09
H 0.168 3.978 -0.137 0.12
H -5.676 -4.013 1.438 0.09
H 0.137 5.651 1.826 0.08
H 1.067 1.489 2.187 0.13
H 3.819 3.675 -3.482 0.08
H -1.698 -1.194 -1.550 0.13
H 3.594 -4.250 1.211 0.12
H 1.800 3.709 -1.787 0.10
H 2.132 -0.763 -0.338 0.10
H 4.645 -2.000 -0.824 0.06
H -4.509 -5.594 3.374 0.09
H -4.116 -2.667 -0.297 0.08
H 2.829 2.139 -3.626 0.03
H 2.544 -3.753 -0.209 0.10
H 0.893 -3.455 -3.911 0.16
H 1.152 -2.552 -5.297 0.16
H -5.485 -0.765 -0.210 0.11
H 2.294 3.348 2.139 0.11
H -2.301 -0.980 0.193 0.14
```

=====

> The highest max |F| belongs to which entry?

C6H8AuLiO6